[1]
{"formula": "C2H8NOS", "method": "wB97M-V/def2-TZVPD", "total_charge": -1, "spin_multiplicity": 1, "homo_energy_ev": -2.8, "species": ["C", "C", "S", "N", "H", "H", "H", "H", "H", "H", "H", "H", "O"], "positions_angstrom": [[0.1310, 1.8254, -0.2287], [-0.3697, 0.4253, 0.2583], [0.6523, -1.1149, 0.1673], [0.9972, 1.7331, -1.4568], [0.7960, 2.3900, 0.4863], [-0.7321, 2.3913, -0.6412], [-1.4078, 0.2333, 0.0235], [-0.3537, 0.5863, 1.2867], [0.6147, 0.8654, -1.9985], [1.9718, 1.4110, -1.1937], [-1.4961, -3.7834, 1.0280], [-0.2003, -3.0333, 1.0778], [-0.6033, -3.9295, 1.1910]], "mulliken_charge": [-0.3868, -0.7544, -0.6536, -0.7291, 0.3059, 0.2279, 0.3097, 0.2729, 0.2581, 0.2697, 0.2759, 0.2325, -0.6287]}

---

[2]
{"formula": "C2H8NPS", "method": "wB97M-V/def2-TZVPD", "spin_multiplicity": 1, "homo_energy_ev": [-7.4, -8.3], "species": ["C", "C", "N", "P", "S", "H", "H", "H", "H", "H", "H", "H", "H"], "positions_angstrom": [[1.0721, 0.8788, 1.4425], [0.5515, -1.7961, -0.1004], [0.3626, 0.9681, -1.1608], [0.1160, 0.0096, 0.2529], [-3.1215, -0.1863, -0.1884], [1.6280, 1.7491, 0.9889], [1.1676, 0.7184, 2.5312], [1.2630, -1.7440, -0.9833], [1.0031, -2.0562, 0.7932], [-0.3957, -2.2052, -0.3938], [0.4628, 1.9750, -1.0089], [-0.2410, 0.8330, -2.0125], [-3.8685, 0.8559, -0.1606]], "mulliken_charge": [-0.8152, -0.7790, -0.5955, 0.5606, -0.3688, 0.2309, 0.2987, 0.2856, 0.3471, 0.2645, 0.2245, 0.2767, 0.0699]}

---

[3]
{"formula": "C2H8NS", "method": "wB97M-V/def2-TZVPD", "total_charge": -1, "spin_multiplicity": 1, "homo_energy_ev": -2.7, "species": ["S", "H", "C", "C", "N", "H", "H", "H", "H", "H", "H", "H"], "positions_angstrom": [[0.7529, -1.4519, -1.5056], [0.9069, -1.0698, -2.7806], [-1.6956, 0.6393, 1.2660], [-0.1886, 0.7139, 1.4370], [0.4608, 1.4433, 0.3354], [-2.1084, 1.6515, 1.1613], [-2.1374, 0.2898, 2.2003], [-2.0122, 0.0104, 0.4471], [0.2001, -0.3005, 1.5187], [0.0027, 1.1988, 2.4005], [0.2863, 0.8469, -0.4792], [1.4524, 1.2955, 0.4899]], "mulliken_charge": [-0.8626, -0.0548, -1.0872, -0.2498, -0.7795, 0.2917, 0.3253, 0.2754, 0.2890, 0.3619, 0.2169, 0.2739]}

---

[4]
{"formula": "C2H8NS", "method": "wB97M-V/def2-TZVPD", "total_charge": -1, "spin_multiplicity": 1, "homo_energy_ev": -2.7, "species": ["S", "H", "C", "C", "N", "H", "H", "H", "H", "H", "H", "H"], "positions_angstrom": [[-2.4139, 1.6122, -1.8914], [-2.6417, 2.0505, -0.6417], [0.7927, -1.4607, 0.3618], [0.1431, -0.1121, 0.5908], [0.8889, 0.9763, -0.0448], [0.6556, -1.7345, -0.6796], [0.3437, -2.2188, 1.0139], [1.8428, -1.4043, 0.6422], [0.0651, 0.0956, 1.6650], [-0.8839, -0.1357, 0.2246], [0.1516, 1.6579, -0.2360], [1.0559, 0.6735, -1.0048]], "mulliken_charge": [-0.8786, -0.0710, -1.1611, -0.1709, -0.7523, 0.3241, 0.3222, 0.2930, 0.2821, 0.2503, 0.2893, 0.2729]}

---

[5]
{"formula": "C2H8NS", "method": "wB97M-V/def2-TZVPD", "total_charge": -1, "spin_multiplicity": 1, "homo_energy_ev": -2.4, "species": ["N", "H", "H", "H", "C", "C", "S", "H", "H", "H", "H", "H"], "positions_angstrom": [[-0.1827, -2.7913, -1.5661], [-0.3863, -2.4783, -0.6344], [0.5882, -3.3832, -1.8126], [-0.1500, -1.9122, -2.0651], [0.2403, 0.6131, 2.0548], [0.5656, 1.3422, 0.7450], [-0.4074, 0.6772, -0.6300], [0.5363, -0.4410, 2.0189], [-0.8413, 0.6172, 2.2078], [0.7352, 1.0185, 2.9549], [1.6566, 1.3728, 0.6840], [0.3256, 2.3959, 0.9519]], "mulliken_charge": [-0.6924, 0.2483, 0.1666, 0.2445, -1.0855, -0.4767, -0.6831, 0.2483, 0.2739, 0.3468, 0.2376, 0.1717]}

---

[6]
{"formula": "C2H8NS", "method": "wB97M-V/def2-TZVPD", "total_charge": 1, "smiles": "[NH3+]CCS", "spin_multiplicity": 1, "homo_energy_ev": -13.1, "species": ["C", "C", "S", "N", "H", "H", "H", "H", "H", "H", "H", "H"], "positions_angstrom": [[-0.8562, -0.5737, -0.0362], [0.4951, -0.0172, -0.4196], [0.9862, 1.3053, 0.7886], [-1.3838, -1.6091, -1.0348], [-0.7168, -1.0905, 0.9177], [-1.6269, 0.1517, 0.1839], [1.3971, -0.6153, -0.4895], [0.3711, 0.5388, -1.3549], [0.3158, 0.7379, 1.7920], [-0.7768, -1.6485, -1.8576], [-1.1630, -2.4997, -0.5973], [-2.3650, -1.5272, -1.2861]], "mulliken_charge": [-0.6824, -0.6565, -0.1331, -0.2663, 0.3513, 0.3832, 0.4213, 0.3678, 0.1272, 0.3756, 0.3722, 0.3398]}

---

[7]
{"formula": "C2H8NS2", "method": "wB97M-V/def2-TZVPD", "total_charge": -1, "spin_multiplicity": 1, "homo_energy_ev": -3.0, "species": ["S", "H", "H", "C", "C", "S", "N", "H", "H", "H", "H", "H", "H"], "positions_angstrom": [[0.3369, 1.9542, 2.0344], [-0.4111, 1.0380, 1.2901], [0.3952, 1.1649, 3.1117], [1.1315, -1.0698, -1.1699], [0.0885, 0.0539, -1.2439], [-1.3486, -0.2105, -0.1521], [0.6189, -2.3983, -1.5033], [1.5305, -1.1093, -0.1567], [1.9609, -0.8270, -1.8411], [-0.2638, 0.1182, -2.2787], [0.5834, 0.9993, -1.0167], [0.5188, -2.5168, -2.5002], [-0.3059, -2.4550, -1.0851]], "mulliken_charge": [-0.3984, 0.1050, 0.0919, -0.4351, -0.6398, -0.6247, -0.6140, 0.1799, 0.3434, 0.2576, 0.2627, 0.2228, 0.2486]}

---

[8]
{"formula": "C2H8NS2", "method": "wB97M-V/def2-TZVPD", "total_charge": 1, "smiles": "[NH3+]CCSS", "spin_multiplicity": 1, "homo_energy_ev": -13.0, "species": ["N", "C", "C", "S", "S", "H", "H", "H", "H", "H", "H", "H", "H"], "positions_angstrom": [[-1.4468, -0.1402, 1.3251], [-0.1935, -0.6242, 0.6633], [0.3909, 0.3815, -0.1985], [2.0925, 0.0653, -0.7174], [1.9352, 0.9693, -2.7343], [-1.1425, 0.2628, 2.2462], [-2.0496, -0.9805, 1.5263], [-1.6743, 0.7500, 0.8479], [-0.3612, -1.5072, 0.1044], [0.4413, -1.0014, 1.3521], [-0.2221, 0.5061, -1.1001], [0.4921, 1.3343, 0.3594], [1.7380, -0.0158, -3.6745]], "mulliken_charge": [-0.2948, -0.6825, -0.7814, -0.0423, -0.1977, 0.3839, 0.3709, 0.3802, 0.3570, 0.4811, 0.4783, 0.3397, 0.2076]}

---

[9]
{"formula": "C2H8NS2", "method": "wB97M-V/def2-TZVPD", "total_charge": 2, "spin_multiplicity": 2, "homo_energy_ev": [-19.2, -20.0], "species": ["N", "C", "C", "S", "S", "H", "H", "H", "H", "H", "H", "H", "H"], "positions_angstrom": [[1.4484, 0.4500, 1.3385], [0.7285, -0.4951, 0.3777], [-0.5322, 0.1987, -0.1653], [-1.1604, -0.9339, -1.4564], [-2.4130, 0.2047, -2.5498], [1.8643, 1.2187, 0.8070], [0.7611, 0.7771, 2.0209], [2.2213, -0.0360, 1.8060], [1.4439, -0.7004, -0.4184], [0.5425, -1.4282, 0.8839], [-0.2656, 1.1491, -0.6320], [-1.3118, 0.3916, 0.5720], [-3.3271, -0.7963, -2.5840]], "mulliken_charge": [-0.2971, -0.8520, -0.5401, 0.2255, 0.1507, 0.3659, 0.3581, 0.3739, 0.4495, 0.4345, 0.5042, 0.5024, 0.3245]}

---

[10]
{"formula": "C2H8O2", "method": "wB97M-V/def2-TZVPD", "smiles": "CO.CO", "spin_multiplicity": 1, "homo_energy_ev": -10.3, "species": ["C", "O", "H", "H", "H", "H", "C", "O", "H", "H", "H", "H"], "positions_angstrom": [[0.1882, 1.7684, 0.5158], [-1.2304, 1.7038, 0.6378], [-1.4651, 1.2130, 1.4233], [0.4663, 2.8112, 0.4109], [0.5451, 1.1235, -0.2732], [0.6787, 1.4530, 1.4429], [0.4514, -1.8063, -0.8340], [-0.4938, -1.3241, 0.1175], [-1.3385, -1.1683, -0.3149], [0.7775, -1.0100, -1.5132], [0.0875, -2.6881, -1.3517], [1.3331, -2.0759, -0.2612]], "mulliken_charge": [-0.4288, -0.5017, 0.3067, 0.2919, 0.0920, 0.2525, -0.5911, -0.4733, 0.2933, 0.2509, 0.2853, 0.2223]}

---

[11]
{"formula": "C2H8O2", "method": "wB97M-V/def2-TZVPD", "smiles": "CO.CO", "spin_multiplicity": 1, "homo_energy_ev": -10.0, "species": ["C", "O", "H", "H", "H", "H", "C", "O", "H", "H", "H", "H"], "positions_angstrom": [[1.0657, 0.0677, 0.5945], [2.0439, 0.3270, 1.5877], [2.1509, -0.3758, 2.2268], [1.4214, 0.4722, -0.3650], [0.2212, 0.7087, 0.7837], [0.8740, -0.9942, 0.4312], [-1.3389, -0.8084, -1.2217], [-1.6657, 0.5314, -0.8274], [-1.6421, 1.1233, -1.5889], [-0.4081, -1.0060, -1.7620], [-1.3816, -1.4013, -0.3078], [-2.2142, -1.1247, -1.7720]], "mulliken_charge": [-0.4702, -0.5508, 0.2962, 0.2352, 0.2641, 0.2192, -0.6587, -0.4961, 0.2906, 0.2866, 0.2478, 0.3360]}

---

[12]
{"formula": "C2H8O2", "method": "wB97M-V/def2-TZVPD", "smiles": "C=C.O.O", "spin_multiplicity": 1, "homo_energy_ev": -10.3, "species": ["C", "C", "H", "H", "H", "H", "H", "H", "O", "H", "H", "O"], "positions_angstrom": [[-0.2314, -1.7175, -0.5094], [-0.9250, -0.9453, -1.3363], [-0.6855, -2.3031, 0.2820], [0.8415, -1.8202, -0.6213], [-1.9425, -0.6699, -1.1261], [-0.4162, -0.4844, -2.1664], [-0.8761, 0.6646, 1.5089], [0.5082, 0.0847, 1.4730], [-0.1734, 0.3672, 2.0953], [0.8140, 1.7838, -1.3275], [0.6167, 2.2892, 0.0894], [1.2052, 1.7440, -0.4456]], "mulliken_charge": [-0.5987, -0.4380, 0.2603, 0.2635, 0.2765, 0.2435, 0.3031, 0.3210, -0.6347, 0.3129, 0.3206, -0.6300]}

---

How do the records compare in E_tot? In the order shown, they have -609.192249 -875.166021 -533.971032 -533.968071 -533.958064 -533.661620 -932.164906 -931.826490 -931.421989 -231.433898 -231.423906 -231.435832 Ha.
How do the records compare in ΔE to the lowest compared entry with this formula, charge and spin? In the order shown, they have 0.863 2.990 0.002 0.082 0.354 0.501 0.074 1.246 0.000 0.773 1.045 0.721 eV.